Entry 1:
This record from OMol25 describes 2 unconnected molecules or ions with the total composition C4H3ClIN at a distorted geometry. The level of theory is the ωB97M-V functional and the def2-TZVPD basis.

Computed properties:
ΔE to the lowest compared entry with this formula, charge and spin (kJ/mol): 507.8
LUMO energy (alpha / beta) (Eh): -0.03182 / -0.04931
Multiplicity: 1
Gap between HOMO and LUMO (alpha / beta) (eV): 8.3 / 7.0
Highest occupied orbital energy (alpha / beta) (Eh): -0.3354 / -0.3055

Cartesian coordinates (Å):
C1 0.2781 1.5144 0.1943
C2 -0.1466 0.3125 -0.2054
C3 -0.1824 -0.6922 1.6604
C4 0.2105 -0.4301 -1.4826
N1 0.2644 2.6119 0.5470
Cl1 -0.5689 -2.3035 1.4627
I1 -0.6434 0.4624 3.3117
H1 -0.3258 -1.3475 -1.6759
H2 1.2584 -0.5208 -1.7243
H3 -0.1443 0.3929 -2.0880

Entry 2:
This record from OMol25 describes a single C4H3ClN2O molecule at a distorted geometry. The level of theory is the ωB97M-V functional and the def2-TZVPD basis.

Computed properties:
ΔE to the lowest compared entry with this formula, charge and spin (kJ/mol): 170.0
LUMO energy (Eh): -0.01360
Multiplicity: 1
Structure (SMILES): O=Cc1nc(Cl)c[nH]1
Gap between HOMO and LUMO (eV): 8.9
Highest occupied orbital energy (Eh): -0.3391

Cartesian coordinates (Å):
C1 1.5431 -0.4303 -0.0200
C2 1.2258 0.9154 -0.0627
C3 -0.5072 -0.2324 0.0635
C4 -1.8930 -0.6400 0.2306
H1 1.8878 1.6718 -0.4162
H2 -0.7038 1.7616 -0.3461
H3 -2.6122 0.1109 0.7776
N1 -0.1261 0.9900 -0.0509
N2 0.3898 -1.1560 0.0868
O1 -2.2524 -1.8287 -0.2734
Cl1 3.0482 -1.1622 0.0109

Entry 3:
This record from OMol25 describes a single C4H3ClN2S molecule at a distorted geometry. The level of theory is the ωB97M-V functional and the def2-TZVPD basis.

Computed properties:
ΔE to the lowest compared entry with this formula, charge and spin (kJ/mol): 61.6
LUMO energy (Eh): 0.00523
Multiplicity: 1
Structure (SMILES): Sc1ncncc1Cl
Gap between HOMO and LUMO (eV): 9.6
Highest occupied orbital energy (Eh): -0.3476

Cartesian coordinates (Å):
C1 -0.5099 -0.0036 0.5817
C2 -1.7190 -1.5015 -0.6567
C3 0.1537 -0.6571 -1.6011
C4 0.3876 0.1215 -0.4627
H1 1.3415 0.8352 1.9631
H2 -2.4883 -2.2591 -0.5431
H3 0.8785 -0.7020 -2.4612
N1 -1.6404 -0.7166 0.4918
N2 -0.8538 -1.5342 -1.7199
S1 -0.1180 0.6289 2.2294
Cl1 1.7495 1.1801 -0.7764

Entry 4:
This record from OMol25 describes a molecular structure, C4H3CoO6 at a distorted geometry. The level of theory is the ωB97M-V functional and the def2-TZVPD basis.

Computed properties:
Charge: +1
LUMO energy (alpha / beta) (Eh): -0.25837 / -0.27352
Multiplicity: 6
Gap between HOMO and LUMO (alpha / beta) (eV): 2.9 / 6.4
Highest occupied orbital energy (alpha / beta) (Eh): -0.3640 / -0.5099

Cartesian coordinates (Å):
O1 -1.3279 -0.3571 0.1890
C1 -0.2309 -0.2784 -0.4442
O2 2.0946 -1.0085 -0.3553
C2 2.7154 0.1346 -0.1706
C3 0.8008 -1.1588 0.2384
O3 2.2600 1.0273 0.6056
O4 3.8142 0.3215 -0.7719
H1 0.8572 -0.9711 1.3214
H2 0.5269 -2.2122 0.0756
Co1 3.7401 2.0590 0.0948
O5 -4.0098 0.2231 0.5788
C4 -3.1292 0.4350 -0.3829
O6 -3.2600 1.1255 -1.3507
H3 -4.8516 0.6602 0.3719

Entry 5:
This record from OMol25 describes a molecular structure, C4H3ErO at a distorted geometry. The level of theory is the ωB97M-V functional and the def2-TZVPD basis.

Computed properties:
Charge: +2
LUMO energy (alpha / beta) (Eh): -0.35780 / -0.42566
Multiplicity: 4
Gap between HOMO and LUMO (alpha / beta) (eV): 8.6 / 5.2
Highest occupied orbital energy (alpha / beta) (Eh): -0.6746 / -0.6159

Cartesian coordinates (Å):
C1 -2.1381 -0.1590 0.0421
C2 -0.8219 -0.2780 0.0162
C3 0.4477 -0.4397 -0.0272
C4 1.7934 -0.4542 -0.0886
H1 -2.7667 -1.0513 0.0524
H2 -2.6173 0.8205 0.0157
H3 2.3618 -1.3803 0.0816
O1 2.4833 0.6623 -0.0296
Er1 1.2578 2.2798 -0.0626

Entry 6:
This record from OMol25 describes 2 unconnected molecules or ions with the total composition C4H3F3 at a distorted geometry. The level of theory is the ωB97M-V functional and the def2-TZVPD basis.

Computed properties:
ΔE to the lowest compared entry with this formula, charge and spin (kJ/mol): 333.9
LUMO energy (Eh): 0.03458
Multiplicity: 1
Structure (SMILES): F/C=C/F.C#CF
Gap between HOMO and LUMO (eV): 10.7
Highest occupied orbital energy (Eh): -0.3569

Cartesian coordinates (Å):
C1 1.9711 0.9162 0.9028
C2 1.4790 0.9321 -0.1927
C3 -1.2322 -0.5577 -0.8323
C4 -1.0126 -0.7925 0.4489
F1 1.0253 0.9746 -1.3976
F2 -1.9868 0.4341 -1.2023
F3 -0.1307 -1.6979 0.8379
H1 2.0989 1.1777 1.9064
H2 -0.4324 -0.8276 -1.6523
H3 -1.7796 -0.5590 1.1813

Entry 7:
This record from OMol25 describes a molecular structure, C4H3F3N2 at a distorted geometry. The level of theory is the ωB97M-V functional and the def2-TZVPD basis.

Computed properties:
ΔE to the lowest compared entry with this formula, charge and spin (kJ/mol): 538.5
LUMO energy (Eh): 0.00629
Multiplicity: 1
Gap between HOMO and LUMO (eV): 9.8
Highest occupied orbital energy (Eh): -0.3547

Cartesian coordinates (Å):
C1 0.8218 -0.0201 -1.1350
C2 2.0712 0.4220 -1.2974
C3 0.9947 -0.5989 -3.2515
C4 -0.0368 -0.0007 0.0749
N1 0.1729 -0.4968 -2.2618
N2 2.3123 -0.3283 -3.0009
F1 3.1230 0.6491 -0.5331
F2 0.5639 -1.0349 -4.4650
F3 3.0383 0.4219 -3.8098
H1 0.4847 0.3414 0.8317
H2 -0.9094 0.5896 -0.3577
H3 -0.2841 -1.0779 0.4045

Entry 8:
This record from OMol25 describes 4 unconnected molecules or ions with the total composition C4H3F3N2O4 at a distorted geometry. The level of theory is the ωB97M-V functional and the def2-TZVPD basis.

Computed properties:
ΔE to the lowest compared entry with this formula, charge and spin (kJ/mol): 0.0
LUMO energy (Eh): 0.01889
Multiplicity: 1
Structure (SMILES): FCC(F)F.O=C=O.O=C=O.N#N
Gap between HOMO and LUMO (eV): 12.2
Highest occupied orbital energy (Eh): -0.4306

Cartesian coordinates (Å):
C1 0.6550 -1.0474 -2.2508
C2 0.7550 -2.6798 1.4807
C3 -1.5484 0.7489 0.5646
C4 -0.2427 1.1240 1.2092
N1 1.3542 2.2017 -2.8043
N2 1.1570 1.6596 -1.8619
O1 0.9693 -1.0459 -1.1482
O2 1.7427 -3.1825 1.7485
O3 0.2637 -1.0389 -3.3165
O4 -0.2354 -2.2379 1.1199
F1 -1.4950 0.7634 -0.7481
F2 -0.2883 2.2363 1.9863
F3 0.1794 0.1441 2.1163
H1 -2.2127 1.5555 0.7366
H2 -1.6179 -0.2716 0.8137
H3 0.5641 1.0705 0.3540

Entry 9:
This record from OMol25 describes a molecular structure, C4H3F3NO6S2Sr at a distorted geometry. The level of theory is the ωB97M-V functional and the def2-TZVPD basis.

Computed properties:
Charge: -1
LUMO energy (alpha / beta) (Eh): 0.06256 / 0.06250
Multiplicity: 1
Gap between HOMO and LUMO (alpha / beta) (eV): 4.8 / 5.5
Highest occupied orbital energy (alpha / beta) (Eh): -0.1121 / -0.1390

Cartesian coordinates (Å):
N1 1.6220 1.0854 0.7238
S1 0.6072 2.2811 0.2436
O1 0.6957 3.4799 1.0684
O2 -0.1370 2.1496 -1.0472
S2 2.0824 -0.2002 -0.1035
O3 0.8103 -0.4186 -0.8873
O4 3.4354 -0.1018 0.4897
C1 2.5990 -1.9033 -0.8157
F1 2.4974 -1.9173 -2.1353
F2 3.8320 -2.3161 -0.5737
F3 1.8024 -2.8231 -0.2929
Sr1 -1.2524 0.2719 -1.5480
C2 -2.1199 1.4906 2.1185
O5 -1.7350 1.2085 0.7744
C3 -3.3165 0.6073 -0.3066
C4 -4.5764 0.8599 -0.2634
O6 -5.7580 1.0887 -0.1899
H1 -1.3002 1.1499 2.7617
H2 -2.4697 2.5301 2.0568
H3 -2.9402 0.8220 2.4089

Entry 10:
This record from OMol25 describes a molecular structure, C4H3FMgO5 at a distorted geometry. The level of theory is the ωB97M-V functional and the def2-TZVPD basis.

Computed properties:
LUMO energy (Eh): -0.06883
Multiplicity: 1
Gap between HOMO and LUMO (eV): 7.6
Highest occupied orbital energy (Eh): -0.3476

Cartesian coordinates (Å):
C1 -1.2767 -0.3448 -0.3174
C2 -0.4214 -1.1769 0.6415
F1 -2.4514 -0.0126 0.3102
H1 -1.5150 -0.8687 -1.2512
H2 -0.2289 -0.5973 1.5538
H3 -1.0176 -2.0548 0.9188
O1 0.7680 -1.6548 0.0536
C3 1.9137 -0.8673 -0.0590
O2 2.8521 -1.4568 -0.5610
O3 0.1106 2.2169 0.8043
Mg1 1.8591 1.2860 0.3219
O4 0.2425 2.6757 -1.3409
O5 -0.5601 0.7723 -0.6806
C4 -0.2750 2.0831 -0.3939

Entry 11:
This record from OMol25 describes 2 unconnected molecules or ions with the total composition C4H3FO2 at a distorted geometry. The level of theory is the ωB97M-V functional and the def2-TZVPD basis.

Computed properties:
ΔE to the lowest compared entry with this formula, charge and spin (kJ/mol): 337.9
LUMO energy (Eh): -0.00469
Multiplicity: 1
Gap between HOMO and LUMO (eV): 8.6
Highest occupied orbital energy (Eh): -0.3193

Cartesian coordinates (Å):
C1 1.6613 -1.2331 -0.5169
C2 0.5556 -1.3525 0.0771
C3 -0.3207 0.5459 -0.6341
C4 -0.8849 1.0668 0.5863
O1 2.6350 -0.9155 -1.0924
O2 -0.2742 0.6451 -1.8284
F1 -0.3331 -2.2949 0.5462
H1 -0.0404 1.4413 1.2003
H2 -1.8389 1.7911 0.4861
H3 -1.1598 0.3059 1.1757

Entry 12:
This record from OMol25 describes a single C4H3FO2 molecule at a distorted geometry. The level of theory is the ωB97M-V functional and the def2-TZVPD basis.

Computed properties:
ΔE to the lowest compared entry with this formula, charge and spin (kJ/mol): 173.0
LUMO energy (Eh): 0.02268
Multiplicity: 1
Structure (SMILES): CC1=C(F)C(=O)O1
Gap between HOMO and LUMO (eV): 10.2
Highest occupied orbital energy (Eh): -0.3517

Cartesian coordinates (Å):
C1 1.8623 -0.5053 -0.2233
C2 0.8527 0.8322 0.4861
C3 -0.1233 0.0205 -0.0116
C4 -1.5805 -0.0758 -0.1420
O1 3.0243 -0.7760 -0.3318
O2 0.6604 -1.0377 -0.6226
F1 0.9119 1.7890 1.4061
H1 -1.7217 0.0272 -1.2696
H2 -1.9718 -1.0478 0.1783
H3 -1.9143 0.7737 0.5304

Entry 13:
This record from OMol25 describes 2 unconnected molecules or ions with the total composition C4H3FO2 at a distorted geometry. The level of theory is the ωB97M-V functional and the def2-TZVPD basis.

Computed properties:
ΔE to the lowest compared entry with this formula, charge and spin (kJ/mol): 206.7
LUMO energy (Eh): -0.03194
Multiplicity: 1
Gap between HOMO and LUMO (eV): 8.5
Highest occupied orbital energy (Eh): -0.3439

Cartesian coordinates (Å):
C1 -1.0055 -0.4938 0.0956
C2 0.2464 -1.1939 0.2858
C3 2.1579 1.1377 0.5658
C4 -1.4025 -0.2339 -1.1643
O1 1.2449 1.3071 -0.0938
O2 2.9778 0.7236 1.2347
F1 0.4934 -1.2172 1.6479
H1 -1.5519 0.0273 0.9584
H2 -2.3500 0.3676 -1.4687
H3 -0.8106 -0.4246 -2.0614

Entry 14:
This record from OMol25 describes a single C4H3FO2S molecule at a distorted geometry. The level of theory is the ωB97M-V functional and the def2-TZVPD basis.

Computed properties:
ΔE to the lowest compared entry with this formula, charge and spin (kJ/mol): 119.3
LUMO energy (Eh): -0.04281
Multiplicity: 1
Structure (SMILES): O=CC(F)(C=O)C=S
Gap between HOMO and LUMO (eV): 8.3
Highest occupied orbital energy (Eh): -0.3477

Cartesian coordinates (Å):
C1 0.0891 0.1516 0.3845
C2 -0.6915 1.2154 -0.5186
C3 1.3085 -0.3020 -0.3994
C4 -0.8242 -1.0426 0.5793
H1 -1.1554 0.7314 -1.3800
H2 1.0302 -0.8250 -1.3386
H3 -1.0463 -1.3114 1.6177
O1 -0.7098 2.3776 -0.2099
O2 -1.2486 -1.6829 -0.3291
F1 0.3926 0.6459 1.6122
S1 2.8554 0.0421 -0.0181

Entry 15:
This record from OMol25 describes a molecular structure, C4H3FO5Tm at a distorted geometry. The level of theory is the ωB97M-V functional and the def2-TZVPD basis.

Computed properties:
Charge: +2
LUMO energy (alpha / beta) (Eh): -0.44995 / -0.45878
Multiplicity: 4
Gap between HOMO and LUMO (alpha / beta) (eV): 3.5 / 6.3
Highest occupied orbital energy (alpha / beta) (Eh): -0.5772 / -0.6891

Cartesian coordinates (Å):
C1 0.6558 0.6896 0.4187
C2 1.2721 -0.6986 0.3576
F1 1.5454 1.5466 -0.1674
H1 0.4406 1.0622 1.4273
H2 1.4972 -0.9594 -0.6839
H3 2.1851 -0.6942 0.9633
O1 0.3540 -1.6377 0.9216
C3 0.1270 -2.7705 0.2960
O2 -0.5891 -3.6477 0.6435
O3 -0.5547 0.6846 -0.2639
Tm1 -1.7114 0.5725 -2.6700
O4 -2.5406 1.2619 -0.8283
O5 -1.1492 2.8706 -0.2006
C4 -1.5321 1.7201 -0.2140

Entry 16:
This record from OMol25 describes a molecular structure, C4H3FeO6 at a distorted geometry. The level of theory is the ωB97M-V functional and the def2-TZVPD basis.

Computed properties:
Charge: +2
LUMO energy (alpha / beta) (Eh): -0.40875 / -0.39857
Multiplicity: 6
Gap between HOMO and LUMO (alpha / beta) (eV): 7.3 / 9.0
Highest occupied orbital energy (alpha / beta) (Eh): -0.6777 / -0.7294

Cartesian coordinates (Å):
O1 -1.6259 1.0624 -0.7766
C1 -2.2014 2.1421 -1.0366
O2 -1.9082 4.0515 -2.5090
C2 -0.7937 4.6264 -2.1080
C3 -1.9903 2.6361 -2.4365
O3 0.1816 3.9538 -1.6600
O4 -0.7281 5.8878 -2.1423
H1 -1.1044 2.1744 -2.8940
H2 -2.8711 2.3446 -3.0264
Fe1 1.0176 5.6275 -1.3305
O5 -3.5486 -0.7454 -0.5522
C4 -3.1370 0.3485 0.0123
O6 -3.7444 1.4258 -0.2718
H3 -4.0322 -0.5894 -1.3819

Entry 17:
This record from OMol25 describes a molecular structure, C4H3GdO2 at a distorted geometry. The level of theory is the ωB97M-V functional and the def2-TZVPD basis.

Computed properties:
ΔE to the lowest compared entry with this formula, charge and spin (kJ/mol): 0.0
Charge: +2
LUMO energy (alpha / beta) (Eh): -0.34857 / -0.42726
Multiplicity: 8
Gap between HOMO and LUMO (alpha / beta) (eV): 9.0 / 5.1
Highest occupied orbital energy (alpha / beta) (Eh): -0.6796 / -0.6163

Cartesian coordinates (Å):
O1 -1.5136 1.6344 -0.6108
C1 -0.8167 0.7631 -1.0363
C2 0.0262 -0.1933 -1.3201
C3 0.4716 -1.0433 -0.1946
C4 0.6485 -0.5622 1.0604
H1 0.3628 -0.3301 -2.3488
H2 0.6751 -1.2721 1.9188
H3 0.7156 -2.0834 -0.4076
Gd1 -0.8071 2.4881 1.4172
O2 0.2376 0.5987 1.5219

Entry 18:
This record from OMol25 describes a molecular structure, C4H3I3 at a distorted geometry. The level of theory is the ωB97M-V functional and the def2-TZVPD basis.

Computed properties:
ΔE to the lowest compared entry with this formula, charge and spin (kJ/mol): 465.8
LUMO energy (Eh): -0.01559
Multiplicity: 1
Gap between HOMO and LUMO (eV): 8.2
Highest occupied orbital energy (Eh): -0.3160

Cartesian coordinates (Å):
C1 2.2245 1.3082 0.9747
C2 1.7914 0.2217 1.1933
C3 -0.6649 -0.3002 -0.6876
C4 -1.5471 -0.8977 -1.4677
I1 -1.7652 0.5286 1.0935
I2 -3.6119 -1.1955 -1.6915
I3 -0.3784 -1.7102 -3.0524
H1 2.4752 2.2423 0.7046
H2 -0.3472 0.6311 1.7493
H3 1.8235 -0.8282 1.1836

Entry 19:
This record from OMol25 describes 2 unconnected molecules or ions with the total composition C4H3IO at a distorted geometry. The level of theory is the ωB97M-V functional and the def2-TZVPD basis.

Computed properties:
ΔE to the lowest compared entry with this formula, charge and spin (kJ/mol): 58.1
LUMO energy (alpha / beta) (Eh): 0.00597 / -0.06355
Multiplicity: 3
Gap between HOMO and LUMO (alpha / beta) (eV): 6.8 / 8.2
Highest occupied orbital energy (alpha / beta) (Eh): -0.2447 / -0.3643

Cartesian coordinates (Å):
C1 0.9810 -0.1758 1.4672
C2 0.3173 -0.6793 0.5953
C3 -1.4630 0.6611 -1.4723
C4 -0.4354 -1.2530 -0.4147
O1 -1.4679 0.7886 -2.6349
I1 -1.9831 -2.6040 0.0336
H1 1.5819 0.2530 2.2089
H2 -1.9275 1.2455 -0.6724
H3 0.0841 -1.5107 -1.3270

Entry 20:
This record from OMol25 describes a molecular structure, C4H3Li2O2V at a distorted geometry. The level of theory is the ωB97M-V functional and the def2-TZVPD basis.

Computed properties:
ΔE to the lowest compared entry with this formula, charge and spin (kJ/mol): 0.0
Charge: +2
LUMO energy (alpha / beta) (Eh): -0.28094 / -0.31533
Multiplicity: 5
Gap between HOMO and LUMO (alpha / beta) (eV): 7.6 / 7.0
Highest occupied orbital energy (alpha / beta) (Eh): -0.5598 / -0.5737

Cartesian coordinates (Å):
C1 -1.1282 -0.1695 -0.0880
O1 -1.9512 0.4508 0.5352
Li1 -3.6141 -0.1298 1.3426
V1 1.9645 1.5388 0.3767
C2 1.4483 -1.6763 0.0693
C3 1.3698 -0.3456 -0.0321
C4 0.1529 0.3602 -0.6758
O2 0.2630 1.7399 -0.4489
Li2 -1.2142 2.5998 0.1561
H1 1.8090 -2.1282 1.0099
H2 0.1109 0.1164 -1.7546
H3 0.7893 -2.3564 -0.4904